# 1
Here is one molecule with the formula C2H3NS2 in a non-equilibrium geometry from OMol25. Energies are from ωB97M-V/def2-TZVPD.

ORCA input file:
```
! wB97M-V def2-TZVPD RIJCOSX def2/J DEFGRID3
* xyz 0 1
C -1.817 -0.058 0.225
C 1.836 0.178 -0.184
H -1.876 -0.878 1.004
H -2.712 0.555 0.141
H 1.568 1.250 -0.342
N -0.827 0.165 -0.541
S 0.455 -0.975 -0.280
S 3.373 -0.237 -0.022
*
```

Computed properties:
E_HOMO = -8.88 eV
Maximum force = 1.728 eV/Å
SMILES = C=NSC=S
Gap between HOMO and LUMO = 8.604 eV

***

# 2
Here is C2H3NS2 as an isolated structure in a non-equilibrium geometry from OMol25. Energies are from ωB97M-V/def2-TZVPD.

ORCA input file:
```
! wB97M-V def2-TZVPD RIJCOSX def2/J DEFGRID3
* xyz 0 1
C 0.696 -0.079 0.333
C -1.282 0.451 -0.529
N 2.156 -0.469 1.042
S -0.166 1.339 0.525
S -0.383 -1.134 -0.494
H -2.210 0.461 -0.116
H -1.299 0.776 -1.507
H 2.488 -1.343 0.746
*
```

Computed properties:
E_HOMO (spin up / spin down) = -8.17 / -8.17 eV
Maximum force = 10.782 eV/Å
Gap between HOMO and LUMO (spin up / spin down) = 8.010 / 8.009 eV

***

ΔE to the lowest compared entry with this formula, charge and spin across the listed records, respectively: 28.3, 76.3 kcal/mol.